Record 1
# C46H54FN8O2RbS4

A structure of composition C46H54FN8O2RbS4 (the ωB97M-V functional and the def2-TZVPD basis, the Open Molecules 2025 dataset).

For the HOMO-LUMO gap (spin up / spin down), the calculation gives 4.78 / 3.14 eV. The calculation puts the HOMO energy (spin up / spin down) at -1.413 / 0.223 eV. As for the net charge: -2.

Each line ends with the Mulliken charge.
Geometry (Å):
Rb: 1.223 -0.260 0.476  0.203
N: 2.281 -2.859 -3.450  0.193
C: 1.679 -2.051 -2.525  -1.210
N: 2.155 -0.939 -2.125  0.444
C: 3.388 -0.512 -2.586  -0.202
N: 4.018 0.515 -2.076  -0.850
N: 3.506 1.073 -0.967  0.977
C: 4.123 2.146 -0.558  -1.122
C: 3.754 2.855 0.614  0.969
C: 4.485 4.010 0.988  -1.231
C: 4.120 4.718 2.102  -0.296
C: 3.025 4.279 2.851  -0.911
C: 2.377 3.125 2.428  -0.258
N: 2.710 2.427 1.365  0.355
C: 4.009 -1.226 -3.680  0.926
C: 5.155 -0.775 -4.337  -0.305
C: 5.727 -1.525 -5.349  -0.723
C: 5.171 -2.735 -5.724  -0.470
C: 4.022 -3.200 -5.090  -0.853
C: 3.442 -2.452 -4.077  -0.263
H: 1.932 -3.791 -3.610  0.255
H: 0.711 -2.379 -2.167  0.633
H: 4.972 2.544 -1.130  0.078
H: 5.331 4.316 0.387  0.352
H: 4.672 5.601 2.406  0.384
H: 2.701 4.805 3.738  0.412
H: 1.534 2.742 2.995  0.420
H: 5.579 0.164 -4.021  0.479
H: 6.619 -1.169 -5.846  0.370
H: 5.625 -3.329 -6.506  0.369
H: 3.577 -4.144 -5.377  0.360
C: 0.285 4.775 -1.140  -0.620
C: -0.448 4.136 0.054  -0.754
N: -0.658 2.731 -0.172  0.933
C: -1.623 2.353 -1.176  -0.963
C: -1.005 1.312 -2.139  -0.474
N: 0.365 1.654 -2.406  1.198
C: 0.610 2.669 -3.395  -0.616
C: 1.665 3.668 -2.855  -1.013
N: 1.499 4.049 -1.471  0.170
H: -0.400 4.836 -1.996  0.269
H: 0.554 5.810 -0.871  0.478
H: 0.188 4.235 0.938  0.278
H: -1.391 4.697 0.231  0.406
H: -0.762 2.193 0.680  -0.272
H: -2.539 1.937 -0.731  0.567
H: -1.911 3.242 -1.747  0.181
H: -1.021 0.331 -1.663  -0.262
H: -1.620 1.272 -3.060  0.215
H: 0.969 0.849 -2.503  -0.619
H: 0.970 2.261 -4.357  0.427
H: -0.325 3.198 -3.611  0.387
H: 2.646 3.194 -2.916  0.282
H: 1.672 4.570 -3.479  0.462
H: 1.516 3.191 -0.921  -0.354
C: 2.142 -5.307 3.139  -1.349
C: 2.449 -4.850 1.733  0.299
S: 1.245 -5.132 0.572  -0.361
C: 3.673 -4.269 1.449  0.255
C: 4.659 -4.023 2.566  -1.275
S: 4.177 -3.847 -0.116  -0.293
H: 1.130 -5.704 3.173  0.355
H: 2.220 -4.489 3.860  0.233
H: 2.838 -6.094 3.450  0.316
H: 4.990 -4.963 3.018  0.314
H: 4.216 -3.409 3.355  0.189
H: 5.531 -3.503 2.170  0.349
O: -1.145 -0.511 1.144  -0.081
S: -1.376 -1.156 2.449  -0.055
C: -2.529 -2.671 1.897  -1.248
C: -3.914 -2.478 1.316  -0.490
C: -3.874 -1.991 -0.136  0.410
C: -3.760 -3.136 -1.122  -0.932
S: -3.112 -2.579 -2.783  -0.067
O: -1.898 -1.802 -2.518  -0.197
C: -4.421 -1.373 -3.126  0.379
C: -4.296 -0.063 -2.676  0.153
C: -5.256 0.873 -2.996  -0.551
C: -6.339 0.514 -3.797  -0.580
C: -6.451 -0.793 -4.263  -0.469
C: -5.502 -1.737 -3.928  -0.551
C: -2.831 -0.312 3.126  0.121
C: -3.356 -0.592 4.376  -0.353
C: -4.457 0.113 4.836  -0.792
C: -5.038 1.091 4.044  -0.544
C: -4.508 1.374 2.795  -0.632
C: -3.403 0.677 2.346  0.061
H: -2.586 -3.230 2.832  0.492
H: -1.878 -3.215 1.216  0.492
H: -4.465 -1.754 1.921  0.215
H: -4.484 -3.417 1.371  0.454
H: -3.001 -1.344 -0.255  -0.560
H: -4.775 -1.410 -0.356  0.418
H: -4.712 -3.633 -1.325  0.442
H: -3.032 -3.870 -0.776  0.565
H: -3.434 0.198 -2.083  -0.075
H: -5.168 1.888 -2.631  0.467
H: -7.079 1.253 -4.071  0.381
H: -7.286 -1.067 -4.896  0.361
H: -5.579 -2.753 -4.288  0.403
H: -2.890 -1.349 4.989  0.423
H: -4.866 -0.101 5.816  0.378
H: -5.904 1.632 4.404  0.340
H: -4.961 2.138 2.177  0.427
H: -2.951 0.879 1.387  -0.010
F: 1.439 1.043 7.369  -0.391
C: 0.883 0.792 6.137  0.398
C: 1.437 -0.183 5.333  -0.768
C: 0.812 -0.465 4.129  -0.557
C: -0.316 0.221 3.679  0.811
C: -0.803 1.224 4.521  -0.403
C: -0.233 1.505 5.753  -0.806
H: 2.309 -0.726 5.667  0.456
H: 1.181 -1.300 3.536  0.561
H: -1.678 1.796 4.232  0.293
H: -0.649 2.251 6.417  0.387

Cartesian forces (eV/Å) of the 6 atoms listed first:
Rb 1.5 0.4 -0.2
N -0.3 -0.3 0.2
C -0.1 -0.2 -0.1
N -0.5 -0.1 0.3
C 0.3 0.2 0.0
N 0.3 0.6 0.4

Record 2
# C46H54FeN8S3

A structure of composition C46H54FeN8S3 (the ωB97M-V functional and the def2-TZVPD basis, the Open Molecules 2025 dataset).

For the HOMO-LUMO gap (spin up / spin down), the calculation gives 9.38 / 8.15 eV. The calculation puts the HOMO energy (spin up / spin down) at -16.238 / -16.286 eV. The energy relative to the best compared isomer or geometry (same formula, charge and spin) comes out at 21.5 kJ/mol. The multiplicity is 6. As for the net charge: +3.

Each line ends with the Mulliken charge.
Geometry (Å):
Fe: 0.168 0.100 -0.054  1.241
C: 2.359 -2.643 0.308  -0.750
C: 2.087 -2.264 -1.143  -0.423
N: 1.635 -0.864 -1.376  0.254
C: 2.752 0.105 -1.525  0.080
C: 3.267 0.561 -0.173  -1.146
N: 2.130 0.958 0.697  0.032
C: 2.080 2.439 0.841  -0.710
C: 0.830 2.959 1.555  -0.286
C: 0.237 1.980 2.552  -1.153
N: -0.563 0.930 1.867  -0.182
C: -0.907 -0.178 2.785  -0.375
C: 0.159 -1.252 2.715  -0.818
N: 0.246 -1.718 1.320  0.369
C: 1.114 -2.909 1.132  -0.779
H: 2.991 -1.910 0.806  0.052
H: 2.943 -3.567 0.293  0.512
H: 1.310 -2.927 -1.530  0.179
H: 2.983 -2.440 -1.743  0.490
H: 1.126 -0.855 -2.257  -0.414
H: 2.366 0.964 -2.072  -0.251
H: 3.566 -0.334 -2.106  0.678
H: 3.949 1.401 -0.313  0.548
H: 3.844 -0.221 0.311  0.323
H: 2.303 0.572 1.619  0.331
H: 2.131 2.852 -0.165  0.105
H: 2.978 2.759 1.377  0.704
H: 0.060 3.224 0.827  -0.076
H: 1.095 3.876 2.081  0.621
H: -0.404 2.501 3.265  0.514
H: 1.014 1.488 3.142  0.454
H: -1.430 1.366 1.560  0.225
H: -1.864 -0.595 2.467  -0.078
H: -1.027 0.186 3.808  0.544
H: -0.092 -2.070 3.396  0.588
H: 1.134 -0.869 3.027  0.273
H: -0.695 -1.985 1.043  -0.117
H: 0.522 -3.685 0.643  0.262
H: 1.400 -3.304 2.109  0.527
N: 0.016 1.656 -1.193  0.341
S: -0.431 2.070 -2.536  0.622
N: -0.852 0.872 -3.552  0.004
S: -2.307 0.349 -3.749  0.981
N: -3.196 0.062 -2.509  0.347
S: -2.798 -0.946 -1.294  0.640
N: -1.546 -0.736 -0.550  0.330
C: -2.935 -2.586 -1.965  0.306
C: -1.762 -3.243 -2.301  0.239
C: -1.838 -4.508 -2.864  -0.396
C: -3.077 -5.107 -3.058  -0.838
C: -4.244 -4.442 -2.704  -0.865
C: -4.182 -3.167 -2.162  -0.874
C: -4.245 -0.782 -0.287  0.284
C: -5.377 -0.086 -0.685  -0.050
C: -6.466 -0.038 0.175  -0.875
C: -6.421 -0.689 1.399  -0.677
C: -5.288 -1.401 1.776  -0.938
C: -4.192 -1.451 0.932  -0.723
C: -3.282 1.464 -4.706  0.932
C: -2.774 1.796 -5.959  -1.063
C: -3.489 2.679 -6.747  -0.769
C: -4.688 3.210 -6.283  -0.690
C: -5.175 2.868 -5.030  -0.886
C: -4.470 1.987 -4.223  -0.297
C: -2.063 -1.057 -4.784  0.776
C: -3.208 -1.750 -5.159  -0.626
C: -3.071 -2.850 -5.987  -0.864
C: -1.811 -3.231 -6.436  -0.703
C: -0.680 -2.520 -6.058  -0.916
C: -0.795 -1.420 -5.222  -0.239
C: 0.848 2.864 -3.466  0.223
C: 1.215 2.461 -4.742  -0.103
C: 2.258 3.125 -5.375  -0.834
C: 2.906 4.174 -4.740  -0.664
C: 2.521 4.573 -3.463  -0.952
C: 1.489 3.916 -2.816  -0.502
C: -1.743 3.260 -2.488  0.300
C: -1.881 4.199 -3.505  -0.372
C: -2.918 5.114 -3.422  -1.107
C: -3.795 5.078 -2.344  -0.758
C: -3.648 4.127 -1.341  -0.857
C: -2.611 3.210 -1.406  0.159
H: -0.807 -2.767 -2.116  -0.353
H: -0.934 -5.035 -3.138  0.508
H: -3.132 -6.102 -3.479  0.473
H: -5.205 -4.920 -2.842  0.477
H: -5.091 -2.650 -1.883  0.580
H: -5.415 0.396 -1.649  0.566
H: -7.356 0.501 -0.120  0.513
H: -7.278 -0.654 2.059  0.445
H: -5.265 -1.925 2.722  0.508
H: -3.315 -2.026 1.204  0.642
H: -1.848 1.363 -6.318  0.349
H: -3.120 2.943 -7.729  0.511
H: -5.249 3.891 -6.909  0.462
H: -6.108 3.286 -4.676  0.528
H: -4.825 1.727 -3.238  0.422
H: -4.186 -1.434 -4.817  0.461
H: -3.948 -3.403 -6.294  0.531
H: -1.713 -4.083 -7.095  0.483
H: 0.294 -2.816 -6.424  0.525
H: 0.073 -0.851 -4.925  0.335
H: 0.696 1.652 -5.234  0.340
H: 2.559 2.825 -6.370  0.495
H: 3.713 4.691 -5.242  0.456
H: 3.020 5.400 -2.978  0.491
H: 1.172 4.226 -1.828  0.655
H: -1.187 4.230 -4.334  0.599
H: -3.035 5.863 -4.193  0.493
H: -4.594 5.805 -2.279  0.477
H: -4.331 4.114 -0.503  0.559
H: -2.464 2.466 -0.632  0.072

Cartesian forces (eV/Å) of the 6 atoms listed first:
Fe 0.0 0.1 0.0
C 0.0 0.0 0.0
C 0.0 0.0 0.0
N 0.0 0.0 0.0
C 0.0 -0.1 0.0
C 0.0 0.0 0.0

Listing M for the structures above in their given order: 983.7 871.0 Da.
Listing F_max for the structures above in their given order: 2.65 0.23 eV Å⁻¹.